Record 1
{"formula": "C6H6O2", "method": "ωB97M-V/def2-TZVPD", "lumo_energy_ev": 0.12, "relative_energy_kcal_mol": 125.04, "max_force_ev_per_a": 6.58, "total_charge": 0, "total_energy_ha": -382.48647, "homo_lumo_gap_ev": 7.97, "elements": ["C", "C", "C", "C", "C", "C", "H", "H", "H", "H", "H", "H", "O", "O"], "positions_angstrom": [[-1.5627, -0.1597, -0.0893], [-1.3312, 1.2227, 0.1204], [0.6802, 0.0429, -0.1416], [2.2104, 0.1990, -0.1398], [3.2108, -0.6574, 0.1776], [-0.3930, -0.9348, 0.0712], [-2.3011, -1.8733, -0.3634], [-1.8996, 2.1143, 0.5293], [2.4974, 1.3014, -0.1907], [2.9598, -1.7680, -0.2423], [4.2932, -0.2625, 0.7533], [-0.1640, -1.9692, -0.4038], [-2.7566, -0.8484, 0.1208], [-0.0276, 1.3710, -0.1298]]}

Record 2
{"formula": "C27H22FMnN7O3S", "method": "ωB97M-V/def2-TZVPD", "lumo_energy_ev": [-7.54, -7.33], "max_force_ev_per_a": 2.91, "s_squared": 3.88, "total_charge": 2, "total_energy_ha": -3299.73522, "homo_lumo_gap_ev": [6.84, 7.06], "multiplicity": 4, "elements": ["Mn", "N", "C", "S", "N", "N", "C", "C", "C", "C", "C", "C", "N", "H", "H", "H", "H", "H", "H", "H", "C", "C", "C", "C", "C", "C", "C", "F", "C", "C", "C", "O", "C", "C", "N", "C", "C", "O", "O", "H", "H", "H", "H", "H", "H", "H", "H", "H", "H", "H", "N", "C", "C", "C", "C", "C", "N", "C", "H", "H", "H", "H"], "positions_angstrom": [[0.0980, -0.0616, -0.0518], [-1.4670, 1.1313, 3.7877], [-1.0458, 0.9324, 2.5463], [-0.0417, -0.4674, 2.2171], [-1.3829, 1.8364, 1.6350], [-0.8989, 1.4915, 0.4263], [-1.2047, 2.1575, -0.6354], [-0.6858, 1.6998, -1.9292], [-0.9838, 2.3569, -3.1037], [-0.4982, 1.8395, -4.2954], [0.2636, 0.6814, -4.2774], [0.5349, 0.0761, -3.0660], [0.0825, 0.5823, -1.9187], [-1.2707, 0.4689, 4.5192], [-2.0657, 1.9177, 3.9883], [-1.8662, 3.0139, -0.5759], [-1.5917, 3.2515, -3.0821], [-0.7178, 2.3335, -5.2328], [0.6459, 0.2455, -5.1893], [1.1263, -0.8281, -2.9977], [-1.7801, -6.5534, -3.0580], [-0.5173, -6.6571, -2.2196], [0.6146, -7.3200, -2.9798], [1.8494, -7.4398, -2.1057], [2.2567, -6.0839, -1.5951], [3.5638, -5.8037, -1.2855], [3.9314, -4.5423, -0.8112], [5.2101, -4.3250, -0.5202], [3.0254, -3.5428, -0.6459], [1.6799, -3.7990, -0.9642], [0.6943, -2.7770, -0.7961], [1.1096, -1.5969, -0.3901], [-0.6203, -3.0731, -1.0787], [-0.9396, -4.3424, -1.5445], [-0.0547, -5.2984, -1.7357], [1.2932, -5.0648, -1.4371], [-1.7523, -2.1189, -0.9162], [-2.8668, -2.3937, -1.2499], [-1.4637, -0.9295, -0.3753], [-1.9614, -7.5280, -3.5083], [-1.6606, -5.8269, -3.8649], [-2.6684, -6.3039, -2.4793], [-0.7235, -7.2377, -1.3180], [0.8361, -6.7408, -3.8819], [0.2732, -8.3033, -3.2988], [2.6772, -7.8904, -2.6507], [1.6352, -8.0962, -1.2568], [4.3273, -6.5633, -1.4043], [3.3280, -2.5805, -0.2615], [-1.9753, -4.5543, -1.7629], [5.9455, 0.5498, -2.1972], [5.1483, 0.8701, -1.4356], [4.1162, 1.2701, -0.5129], [4.3118, 2.2558, 0.4493], [3.2562, 2.5728, 1.2867], [2.0550, 1.9100, 1.1436], [1.8678, 0.9603, 0.2120], [2.8860, 0.6485, -0.5969], [5.2683, 2.7550, 0.5342], [3.3555, 3.3278, 2.0534], [1.2200, 2.1418, 1.7887], [2.7251, -0.1353, -1.3209]]}

Record 3
{"formula": "C4H14N2O", "method": "ωB97M-V/def2-TZVPD", "lumo_energy_ev": [-0.13, -0.13], "relative_energy_kcal_mol": 119.19, "max_force_ev_per_a": 1.54, "total_charge": 0, "total_energy_ha": -345.38624, "homo_lumo_gap_ev": [7.47, 7.47], "elements": ["C", "C", "N", "O", "H", "H", "H", "H", "H", "H", "H", "C", "C", "N", "H", "H", "H", "H", "H", "H", "H"], "positions_angstrom": [[-1.0889, 0.8010, -0.5861], [-2.4748, 0.1336, -0.6186], [-1.2077, 2.1934, -0.2533], [-0.2920, 0.5481, -1.5788], [0.6022, -0.6012, -0.9866], [-0.5353, 0.2324, 0.4396], [-1.6934, 2.4084, 0.6072], [-0.3262, 2.6812, -0.3397], [-3.0407, 0.3177, 0.2978], [-3.0299, 0.5261, -1.4718], [-2.3510, -0.9415, -0.7488], [0.4823, -0.1614, 1.5305], [2.5571, -1.1622, -0.3393], [1.1113, -1.2011, -0.2682], [0.7247, -2.1282, -0.1573], [2.8650, -0.1594, -0.6331], [1.1543, -0.9099, 1.9386], [-0.3899, -0.1146, 2.1802], [0.9725, 0.8003, 1.4266], [3.0059, -1.3914, 0.6350], [2.9546, -1.8713, -1.0741]]}

Record 4
{"formula": "C23H23ClN3O4Pt", "method": "ωB97M-V/def2-TZVPD", "lumo_energy_ev": [-5.78, -5.77], "relative_energy_kcal_mol": 81.37, "max_force_ev_per_a": 2.74, "total_charge": 1, "total_energy_ha": -1934.63189, "homo_lumo_gap_ev": [4.71, 4.71], "elements": ["Pt", "C", "C", "C", "C", "C", "C", "N", "N", "C", "C", "C", "C", "C", "N", "H", "H", "H", "H", "H", "H", "H", "H", "H", "C", "C", "C", "C", "Cl", "C", "C", "C", "O", "C", "C", "O", "O", "H", "H", "H", "H", "H", "H", "H", "H", "C", "C", "C", "O", "H", "H", "H", "H", "H", "H"], "positions_angstrom": [[0.1244, -0.3779, -0.0115], [-1.6959, -5.2678, 0.6565], [-0.4315, -4.7028, 0.7419], [-0.1625, -3.5005, 0.1103], [-1.1908, -2.8448, -0.5651], [-2.4614, -3.4102, -0.6621], [-2.7037, -4.6282, -0.0593], [-0.9373, -1.5902, -1.1538], [-1.7606, -0.6179, -0.7869], [-1.8679, 0.5321, -1.6238], [-2.8257, 0.6794, -2.6097], [-2.8959, 1.9101, -3.2428], [-2.0299, 2.9265, -2.8625], [-1.0943, 2.6729, -1.8734], [-1.0200, 1.4893, -1.2726], [-1.8999, -6.2128, 1.1411], [0.3515, -5.2091, 1.2895], [0.8318, -3.0658, 0.1297], [-3.2351, -2.8882, -1.2098], [-3.6845, -5.0766, -0.1402], [-3.4831, -0.1410, -2.8636], [-3.6257, 2.0739, -4.0238], [-2.0772, 3.9011, -3.3265], [-0.3826, 3.4225, -1.5524], [6.8505, 0.1355, -0.3674], [6.1799, -0.3017, -1.6437], [6.7049, -1.3650, -2.3698], [6.2088, -1.6974, -3.6189], [6.9191, -2.9958, -4.5053], [5.1703, -0.9659, -4.1785], [4.6161, 0.0706, -3.4556], [5.0884, 0.3869, -2.1856], [4.4729, 1.4426, -1.5492], [3.8731, 1.1909, -0.3118], [2.5174, 0.5166, -0.4812], [1.9070, 0.4774, -1.5480], [2.0087, -0.0089, 0.5925], [7.9214, -0.0510, -0.4301], [6.4798, -0.4123, 0.5030], [6.7047, 1.2018, -0.1986], [7.5309, -1.9332, -1.9607], [4.7980, -1.2221, -5.1605], [3.7792, 0.6368, -3.8419], [3.7046, 2.1579, 0.1637], [4.4665, 0.5658, 0.3555], [-2.5238, 0.1389, 2.2379], [-1.1735, 0.0595, 2.8785], [-1.0838, -0.0539, 4.3672], [-0.1392, 0.1011, 2.2151], [-3.2903, 0.4531, 2.9403], [-2.7808, -0.8537, 1.8547], [-2.4809, 0.8126, 1.3826], [-2.0493, -0.2571, 4.8197], [-0.6968, 0.8912, 4.7578], [-0.3612, -0.8215, 4.6426]]}

Record 5
{"formula": "CFN2O", "method": "ωB97M-V/def2-TZVPD", "lumo_energy_ev": [4.49, 4.49], "relative_energy_kcal_mol": 10.55, "max_force_ev_per_a": 5.38, "total_charge": -1, "total_energy_ha": -322.62765, "homo_lumo_gap_ev": [9.46, 9.46], "elements": ["C", "N", "N", "O", "F"], "positions_angstrom": [[1.0901, 0.0668, -0.0257], [2.1015, -0.5004, -0.0869], [-0.7688, 0.4284, 0.4713], [-1.3840, 1.2309, -0.2071], [-1.0388, -1.2257, -0.1516]]}

Record 6
{"formula": "C16H28F3NO11Zn", "method": "ωB97M-V/def2-TZVPD", "lumo_energy_ev": 0.24, "max_force_ev_per_a": 5.99, "total_charge": 0, "total_energy_ha": -3587.59663, "homo_lumo_gap_ev": 8.19, "elements": ["Zn", "C", "O", "O", "C", "F", "F", "F", "C", "C", "H", "H", "H", "H", "H", "H", "N", "O", "O", "O", "C", "O", "C", "C", "O", "C", "H", "H", "H", "H", "H", "H", "H", "H", "H", "H", "O", "C", "O", "C", "C", "C", "H", "H", "H", "H", "H", "H", "O", "C", "O", "C", "C", "C", "H", "H", "H", "H", "H", "H"], "positions_angstrom": [[0.6597, -0.1381, -0.5606], [-0.9004, -0.8353, 2.4678], [-2.2186, -0.7841, 2.0876], [-0.1513, -0.6241, 1.2692], [-0.5511, 0.1363, 3.7042], [-1.1269, -0.2008, 4.7556], [0.7313, 0.3026, 4.0097], [-1.0553, 1.3617, 3.4938], [-3.2233, -1.3469, 2.9622], [-4.6062, -1.1537, 2.3147], [-4.5088, -0.1357, 1.9375], [-4.8750, -1.8727, 1.5409], [-5.4181, -1.1593, 3.0420], [-3.3060, -0.9666, 3.9804], [-3.0654, -2.4208, 3.0611], [-0.8038, -1.8448, 2.8673], [2.5947, -2.7362, -1.1289], [1.6023, -2.0667, -0.8591], [3.5117, -2.6552, -0.4093], [2.6605, -3.4461, -2.1642], [2.2603, -0.1567, -3.4577], [1.6901, 0.4706, -2.3280], [1.1539, 1.7147, -2.7321], [0.8766, 2.6772, -1.5030], [0.0226, 1.9512, -0.6271], [-0.6238, 2.7435, 0.3792], [3.0949, 0.3317, -3.9607], [1.4787, -0.4267, -4.1679], [2.7012, -1.0876, -3.1012], [0.2125, 1.5403, -3.2530], [1.7267, 2.3157, -3.4383], [0.3969, 3.6004, -1.8280], [1.7994, 2.8389, -0.9460], [0.0584, 3.2580, 1.0560], [-1.2042, 2.0300, 0.9643], [-1.3692, 3.4359, -0.0119], [-0.9553, -0.3544, -1.7882], [-1.9757, -0.7031, -2.4349], [-2.2324, -0.1746, -3.5849], [-3.3764, -0.5797, -4.1829], [-4.2761, -1.1718, -3.1547], [-3.2193, -1.5226, -2.0401], [-3.1424, -1.4104, -4.8487], [-3.9107, 0.2131, -4.7064], [-4.7304, -2.1049, -3.4881], [-5.0947, -0.5929, -2.7270], [-2.6984, -2.4776, -2.1102], [-3.6135, -1.2248, -1.0686], [2.3548, 0.5931, 0.2919], [3.1509, 0.7342, 1.2405], [3.3559, 1.9406, 1.8404], [4.2252, 1.7027, 2.9569], [4.9876, 0.3903, 2.5723], [3.9167, -0.4076, 1.9246], [3.6524, 1.6631, 3.8834], [4.8696, 2.5805, 3.0034], [5.3407, -0.1930, 3.4227], [5.7432, 0.5386, 1.8008], [3.2103, -0.9154, 2.5812], [4.1927, -1.1738, 1.2000]]}

Q: Number 5 is which compound?
A: CFN2O